(1)
Here is an isolated molecule of C7H14BNO3 from the Open Molecules 2025 dataset. Energies are from wB97M-V/def2-TZVPD.

Energy above the lowest of the compared OMol25 structures with the same formula, charge and spin in kJ/mol: 296.73
Net charge: 0
Gap between HOMO and LUMO in eV: 10.3
Structure (SMILES): CB1O[C@@H](C)[C@H](C(=O)N(C)C)O1
HOMO level in eV: -9.70
Calculated total energy in eV: -15795.693
F_max in Eh/bohr: 0.10347

Element x y z (Å)
C: -2.90 2.07 0.82
B: -1.88 0.90 0.35
O: -2.34 -0.38 0.52
C: -1.33 -1.33 0.11
C: -1.93 -2.31 -0.84
C: -0.14 -0.49 -0.37
C: 1.16 -0.71 0.46
O: 1.07 -1.47 1.40
N: 2.17 0.10 0.13
C: 3.49 0.16 0.74
C: 2.09 1.04 -1.04
O: -0.62 0.93 -0.12
H: -2.59 2.80 1.63
H: -3.76 1.75 1.30
H: -3.13 2.84 -0.04
H: -0.85 -1.95 0.89
H: -2.51 -1.71 -1.62
H: -2.52 -3.19 -0.49
H: -1.14 -2.71 -1.34
H: -0.09 -0.49 -1.40
H: 4.26 -0.54 0.09
H: 3.77 1.14 0.87
H: 3.35 -0.26 1.82
H: 2.81 1.77 -0.70
H: 2.40 0.64 -1.91
H: 1.16 1.38 -1.27

***

(2)
Here is a structure of composition C7H14BaPS from the Open Molecules 2025 dataset. Energies are from wB97M-V/def2-TZVPD.

Energy above the lowest of the compared OMol25 structures with the same formula, charge and spin in kJ/mol: 0.00
Net charge: -1
Gap between HOMO and LUMO (alpha / beta) in eV: 5.6 / 2.7
HOMO level (alpha / beta) in eV: -3.00 / -0.21
Calculated total energy in eV: -28295.137
F_max in Eh/bohr: 0.04356

Element x y z (Å)
C: 0.53 0.68 -2.62
C: 0.27 -0.10 -3.68
C: -0.08 -1.51 -3.72
C: -0.18 -2.50 -2.64
C: 0.00 -2.39 -1.29
Ba: 0.12 -0.22 -0.22
P: 0.33 2.63 0.28
H: 0.84 1.74 -2.72
H: 0.32 0.33 -4.72
H: -0.24 -1.96 -4.73
H: -0.05 -3.05 -0.44
H: -0.43 -3.53 -2.98
H: -0.87 3.02 1.03
H: 0.47 3.53 -0.87
H: 1.49 2.83 1.16
C: 1.08 -0.11 3.33
S: -0.34 -1.07 2.67
C: -1.63 0.24 2.86
H: 1.87 0.11 2.58
H: 1.45 -0.82 4.08
H: 0.73 0.81 3.82
H: -2.18 -0.19 3.71
H: -1.21 1.23 3.12
H: -2.31 0.32 1.98

***

(3)
Here is the ion C7H14FN2 with charge +1 from the Open Molecules 2025 dataset. Energies are from wB97M-V/def2-TZVPD.

Energy above the lowest of the compared OMol25 structures with the same formula, charge and spin in kJ/mol: 509.99
Net charge: +1
Gap between HOMO and LUMO in eV: 9.2
Structure (SMILES): CN1CC[NH+](/C=C/F)CC1
HOMO level in eV: -12.82
Calculated total energy in eV: -13173.333
F_max in Eh/bohr: 0.16668

Element x y z (Å)
C: 3.05 0.27 0.42
N: 1.66 0.02 0.33
C: 0.90 1.12 -0.13
C: -0.60 1.04 0.25
N: -1.08 -0.23 -0.33
C: -2.41 -0.44 0.09
C: -3.64 0.21 -0.51
F: -4.75 0.09 0.25
C: -0.20 -1.32 0.14
C: 1.21 -1.20 -0.33
H: 3.70 -0.61 0.70
H: 3.46 0.67 -0.48
H: 3.30 0.94 1.28
H: 0.88 1.46 -1.27
H: 1.22 2.05 0.56
H: -0.90 0.97 1.28
H: -1.23 1.93 -0.05
H: -1.08 -0.17 -1.38
H: -2.58 -0.80 1.09
H: -3.83 0.58 -1.57
H: -0.60 -2.33 -0.20
H: 0.07 -1.17 1.19
H: 1.90 -1.94 0.14
H: 1.54 -1.13 -1.46

***

(4)
Here is a cluster of 2 separate species, C7H14FN2O3 in total from the Open Molecules 2025 dataset. Energies are from wB97M-V/def2-TZVPD.

Energy above the lowest of the compared OMol25 structures with the same formula, charge and spin in kJ/mol: 0.00
Net charge: -1
Gap between HOMO and LUMO (alpha / beta) in eV: 8.0 / 8.0
HOMO level (alpha / beta) in eV: -5.04 / -5.04
Calculated total energy in eV: -19325.747
F_max in Eh/bohr: 0.07097

Element x y z (Å)
C: -4.56 0.55 -1.21
C: 3.34 0.67 0.86
C: 2.52 0.79 -1.54
C: 0.92 0.40 0.44
C: 0.02 -0.64 -0.24
C: 2.32 0.07 -0.12
C: -1.14 -1.34 0.61
N: -2.25 -0.39 0.99
N: -2.94 -0.68 2.00
O: -5.59 0.98 -1.65
O: -3.54 1.08 -0.76
O: -0.79 -1.93 1.68
F: -4.43 -0.89 -1.34
H: 4.27 0.57 0.39
H: 3.34 0.29 1.86
H: 3.15 1.70 0.91
H: 3.34 0.38 -2.09
H: 1.62 0.72 -2.05
H: 2.78 1.85 -1.28
H: 0.89 0.21 1.48
H: 0.81 1.41 -0.03
H: -0.62 -0.28 -1.01
H: 0.69 -1.49 -0.54
H: 2.57 -1.01 -0.06
H: -1.74 -1.89 -0.14
H: -2.52 0.41 0.43
H: -2.45 -1.53 2.41

***

(5)
Here is an isolated molecule of C7H14IN7 from the Open Molecules 2025 dataset. Energies are from wB97M-V/def2-TZVPD.

Net charge: 0
Gap between HOMO and LUMO in eV: 8.5
Structure (SMILES): CC[C@@H](I)c1nnc(CC(N)(N)N)nn1
HOMO level in eV: -9.15
Calculated total energy in eV: -26015.893
F_max in Eh/bohr: 0.00626

Element x y z (Å)
C: 4.87 -0.05 0.10
C: 3.40 -0.02 0.49
C: 2.73 -1.40 0.35
I: 3.24 -2.68 1.97
C: 1.24 -1.28 0.14
N: 0.37 -1.61 1.09
N: -0.89 -1.40 0.86
C: -1.24 -0.88 -0.31
C: -2.67 -0.54 -0.54
C: -2.95 0.98 -0.27
N: -2.01 1.46 0.74
N: -2.68 1.82 -1.43
N: -4.36 1.13 0.07
N: -0.37 -0.62 -1.30
N: 0.89 -0.81 -1.06
H: 5.28 0.96 0.08
H: 5.00 -0.49 -0.89
H: 5.46 -0.63 0.81
H: 3.29 0.32 1.52
H: 2.85 0.68 -0.14
H: 3.14 -1.90 -0.53
H: -2.92 -0.76 -1.58
H: -3.28 -1.17 0.10
H: -2.07 2.47 0.78
H: -2.23 1.08 1.65
H: -3.13 1.44 -2.26
H: -1.68 1.82 -1.61
H: -4.49 1.80 0.82
H: -4.79 0.26 0.36

***

(6)
Here is a structure of composition C7H14MnN2O3S2 from the Open Molecules 2025 dataset. Energies are from wB97M-V/def2-TZVPD.

Energy above the lowest of the compared OMol25 structures with the same formula, charge and spin in kJ/mol: 0.11
Net charge: +2
Gap between HOMO and LUMO (alpha / beta) in eV: 8.9 / 8.7
2S+1: 6
HOMO level (alpha / beta) in eV: -16.35 / -16.55
<S²>: 8.7556
Calculated total energy in eV: -69583.944
F_max in Eh/bohr: 0.00275

Element x y z (Å)
Mn: 1.20 -0.46 0.68
C: 3.61 2.70 -2.76
O: 2.94 1.44 -2.50
C: 2.50 1.14 -1.32
O: 1.95 0.04 -1.14
N: 2.64 2.02 -0.30
N: 2.14 1.66 0.97
H: 3.89 2.65 -3.81
H: 4.51 2.78 -2.15
H: 2.92 3.53 -2.61
H: 3.06 2.93 -0.42
H: 1.42 2.32 1.25
H: 2.89 1.71 1.65
O: -0.71 -0.10 0.78
S: -2.24 0.15 0.86
C: -2.87 -1.12 1.96
C: -2.97 -2.39 1.13
C: -3.62 -1.95 -0.18
C: -2.91 -0.67 -0.63
H: -3.86 -0.75 2.26
H: -2.24 -1.14 2.84
H: -3.56 -3.15 1.65
H: -1.98 -2.81 0.95
H: -4.68 -1.75 -0.02
H: -3.55 -2.71 -0.96
H: -3.55 0.05 -1.13
H: -2.03 -0.85 -1.25
S: 2.89 -3.20 2.45
C: 2.20 -2.08 1.75

***

(7)
Here is the ion C7H14N with charge +1 from the Open Molecules 2025 dataset. Energies are from wB97M-V/def2-TZVPD.

Energy above the lowest of the compared OMol25 structures with the same formula, charge and spin in kJ/mol: 551.90
Net charge: +1
Gap between HOMO and LUMO (alpha / beta) in eV: 8.8 / 7.8
HOMO level (alpha / beta) in eV: -13.10 / -12.45
Calculated total energy in eV: -8963.358
F_max in Eh/bohr: 0.09016

Element x y z (Å)
C: -0.85 -1.17 1.50
C: -1.34 0.25 1.63
C: 0.02 -0.01 1.50
C: 1.26 -0.04 -0.76
C: -2.10 0.78 0.43
C: 1.07 1.08 -1.66
C: 1.32 -1.42 -1.20
N: 1.23 0.38 0.66
H: -1.06 -1.74 2.36
H: -1.11 -1.58 0.49
H: -1.64 0.65 2.66
H: -3.11 0.60 0.48
H: -1.71 0.20 -0.41
H: -1.93 1.87 0.25
H: 0.70 1.99 -1.08
H: 0.27 1.05 -2.49
H: 1.93 1.22 -2.25
H: 1.41 -1.38 -2.35
H: 0.45 -2.08 -1.04
H: 2.03 -1.98 -0.64
H: 0.99 1.31 0.77
H: 2.15 0.03 1.15

***

(8)
Here is the ion C7H14N with charge +1 from the Open Molecules 2025 dataset. Energies are from wB97M-V/def2-TZVPD.

Energy above the lowest of the compared OMol25 structures with the same formula, charge and spin in kJ/mol: 199.02
Net charge: +1
Gap between HOMO and LUMO in eV: 11.6
Structure (SMILES): C=C(C)[N@H+](C)C1CC1
HOMO level in eV: -14.64
Calculated total energy in eV: -8967.015
F_max in Eh/bohr: 0.05012

Element x y z (Å)
C: -2.16 0.34 -1.19
C: -1.40 0.14 -0.16
C: -1.46 0.89 1.12
N: -0.03 -0.61 -0.31
C: -0.17 -2.09 -0.20
C: 1.06 0.01 0.53
C: 2.46 -0.01 -0.07
C: 1.69 1.27 0.03
H: -1.89 0.12 -2.17
H: -2.97 0.98 -0.98
H: -1.32 0.24 2.01
H: -2.47 1.45 1.23
H: -0.74 1.71 1.09
H: 0.23 -0.42 -1.33
H: 0.76 -2.56 -0.33
H: -0.54 -2.32 0.81
H: -0.92 -2.51 -0.80
H: 0.91 -0.06 1.66
H: 2.36 -0.35 -1.07
H: 3.34 -0.04 0.51
H: 1.80 2.15 0.60
H: 1.43 1.67 -0.95